DFT (the ωB97M-V functional and the def2-TZVPD basis) results for a structure of composition C14H19AlB2Br3Cl3F4MgNO9 in a non-equilibrium geometry.

Geometry as XYZ:
```
57
Properties=species:S:1:pos:R:3:forces:R:3
C 3.42554 -0.92151 1.69397 -0.41 0.67 -0.79
C 4.03875 0.63114 1.73830 -0.89 -1.21 -0.44
C 2.84641 1.60334 1.16307 -1.27 4.98 3.68
O 2.43414 2.63531 1.91050 2.16 -6.72 -5.15
O 2.18767 1.31641 -0.15463 -0.21 -0.21 3.31
C 0.80203 0.98303 0.22827 -0.45 -1.13 1.59
C 0.05259 -0.05533 -0.83499 0.73 1.82 -0.75
N -0.94540 -0.84409 -0.01117 -0.39 -2.44 1.79
C -0.86667 -2.05416 0.63252 -1.96 3.11 -1.04
B 0.51645 -2.93843 0.53415 3.46 -1.96 -1.23
O 1.31192 -3.41916 1.69486 -0.88 1.19 -4.24
O 1.02309 -3.23426 -0.85224 -3.33 2.30 5.76
C -2.29747 -2.30832 1.39160 1.16 1.67 2.21
C -3.12449 -0.85645 1.34732 1.00 -0.75 -0.92
C -3.30878 -0.02852 2.75022 -0.04 -0.02 -0.11
C -3.42401 1.62075 2.50927 5.44 4.44 1.73
O -2.43777 2.47577 2.84413 -6.53 -6.34 -2.20
Br -5.05361 2.48751 1.64066 1.80 -1.58 0.91
C -2.28758 -0.15103 0.12431 -2.20 -0.32 -1.37
H 2.58318 -1.01676 2.51608 1.95 -0.02 -1.57
H 2.89871 -1.07088 0.63547 1.20 0.24 2.18
H 4.26975 -1.72858 1.78849 -1.70 1.64 0.08
H 4.26545 0.90472 2.85376 -0.63 -0.20 -2.40
H 5.02491 0.73112 1.11233 -2.15 -0.23 1.06
H 0.88807 0.36249 1.24451 -0.40 1.27 -2.03
H 0.16226 1.93146 0.47982 1.25 -1.73 -0.83
H 0.79927 -0.70253 -1.46146 -1.39 0.96 1.75
H -0.57311 0.60959 -1.59701 1.13 -1.58 1.37
H 2.19333 -3.70824 1.26977 -1.88 0.47 1.06
H 0.22049 -3.07176 -1.45808 1.80 -0.44 0.24
H -3.02489 -3.14844 1.02500 2.25 0.84 0.34
H -2.05347 -2.55388 2.52051 -0.43 0.15 -2.27
H -4.18779 -1.22672 0.97595 1.64 1.60 0.48
H -4.29462 -0.37776 3.27513 1.84 0.70 -1.03
H -2.39952 -0.29447 3.45389 -1.79 1.04 -1.40
H -2.22965 1.01667 0.04422 0.09 -2.32 0.53
H -2.83783 -0.48701 -0.87264 1.02 1.02 1.83
B -4.50290 2.12169 -2.98879 -3.29 0.56 0.83
O -4.18108 2.87252 -4.20715 1.31 -0.52 0.14
C -2.88384 2.66377 -4.46975 -1.59 3.20 -3.87
O -2.29174 3.14683 -5.42128 -0.47 -0.95 1.51
C -2.31851 1.79813 -3.47091 1.34 -2.30 2.72
O -1.16082 1.41507 -3.42284 -0.66 -0.02 0.14
O -3.25927 1.46092 -2.57827 1.50 -0.10 -0.52
F -5.52862 1.12893 -3.26869 1.41 1.07 0.58
F -4.95574 3.02914 -1.94604 0.67 -1.40 -1.18
Mg -4.82862 -3.11920 0.25980 -1.04 -0.32 -0.71
F -0.32862 -3.10005 -2.95084 -1.68 2.37 -1.16
C 6.90744 3.80653 2.29951 0.05 0.18 -0.03
Cl 5.26167 3.32746 1.85064 0.50 0.69 0.17
Cl 6.93181 4.49423 3.93223 -0.01 -0.10 -0.29
Cl 8.00959 2.42346 2.19051 -0.08 0.10 -0.03
H 7.24638 4.57305 1.59792 -0.10 -0.28 0.25
F 1.17138 -4.44298 -2.63527 2.85 -3.79 -1.34
Al 2.37138 -5.75409 -2.71305 -1.07 1.17 0.12
Br 0.57138 -1.70682 -4.31123 -0.37 -1.25 -0.19
Br 1.17138 -3.24967 -5.90230 -0.28 0.78 0.75
```
Positions in Å, forces in eV/Å.

Total charge: +1
Calculated total energy (eV): -306689.1448